ORCA calculation (ωB97M-V/def2-TZVPD) on a molecular structure, C7H14 at a distorted geometry.

The geometry in XYZ format:
```
21
Properties=species:S:1:pos:R:3:nbo_charge:R:1
C -0.283 0.226 -0.528 -0.18
C -0.885 0.258 0.770 -0.36
C -0.036 1.538 -1.226 -0.63
C -2.661 0.023 0.181 -0.65
C 1.449 -1.950 0.234 -0.67
C 1.339 -0.459 0.197 0.06
C 2.324 0.354 0.543 -0.48
H -0.582 -0.569 -1.208 0.21
H -0.919 1.238 1.236 0.21
H -0.755 -0.529 1.502 0.21
H -0.910 1.817 -1.815 0.22
H 0.825 1.449 -1.888 0.23
H 0.176 2.339 -0.521 0.21
H -2.883 -0.026 -0.882 0.20
H -2.904 -0.928 0.649 0.20
H -3.211 0.852 0.620 0.20
H 1.243 -2.379 -0.750 0.21
H 2.447 -2.280 0.536 0.22
H 0.723 -2.384 0.926 0.21
H 2.209 1.430 0.564 0.20
H 3.295 -0.019 0.860 0.19
```

Properties
Total charge: 0
Orbital gap (eV): 9.325
E (eV): -7482.7922

=====

ORCA calculation (ωB97M-V/def2-TZVPD) on C7H14 in the gas phase at a distorted geometry.

The geometry in XYZ format:
```
21
Properties=species:S:1:pos:R:3:nbo_charge:R:1
C -0.940 -1.937 -0.343 -0.42
C 0.273 -1.424 -0.225 0.04
C 1.253 -1.939 0.839 -0.66
C 0.848 -0.278 -1.003 -0.44
C 0.819 1.071 -0.169 -0.38
C -0.432 1.344 0.655 -0.41
C -1.543 2.048 -0.187 -0.62
H -1.475 -2.673 0.237 0.20
H -1.630 -1.532 -1.084 0.19
H 2.178 -1.368 0.747 0.21
H 1.467 -2.993 0.704 0.22
H 0.916 -1.748 1.853 0.22
H 1.857 -0.303 -1.400 0.22
H 0.211 -0.137 -1.897 0.20
H 1.175 1.881 -0.803 0.21
H 1.566 0.870 0.618 0.19
H -0.130 2.055 1.419 0.20
H -0.845 0.408 1.024 0.22
H -2.391 1.392 -0.379 0.20
H -1.984 2.774 0.508 0.21
H -1.193 2.490 -1.112 0.20
```

Properties
SMILES string: C=C(C)CCCC
Total charge: 0
Orbital gap (eV): 10.424
E (eV): -7484.9359

=====

ORCA calculation (ωB97M-V/def2-TZVPD) on C7H14 in the gas phase.

The geometry in XYZ format:
```
21
Properties=species:S:1:pos:R:3:nbo_charge:R:1
C -0.517 -0.796 -1.515 -0.63
C 0.329 0.299 -0.864 -0.20
C 1.281 -0.061 0.317 -0.21
C 1.842 -1.453 0.540 -0.61
C 0.221 0.418 1.316 -0.40
C -0.484 1.215 0.207 -0.20
C -2.012 1.210 0.174 -0.62
H -0.365 -0.878 -2.594 0.22
H -1.587 -0.545 -1.406 0.20
H -0.403 -1.785 -1.062 0.21
H 0.821 0.892 -1.649 0.20
H 2.108 0.660 0.295 0.20
H 1.045 -2.204 0.594 0.20
H 2.545 -1.753 -0.243 0.21
H 2.375 -1.479 1.498 0.21
H 0.570 0.937 2.213 0.20
H -0.414 -0.422 1.626 0.19
H -0.087 2.236 0.127 0.20
H -2.355 0.498 -0.600 0.20
H -2.453 0.838 1.105 0.21
H -2.460 2.176 -0.078 0.21
```

Properties
SMILES string: C[C@@H]1[C@H](C)C[C@@H]1C
Total charge: 0
Orbital gap (eV): 11.231
E (eV): -7485.1705

=====

ORCA calculation (ωB97M-V/def2-TZVPD) on 2 unconnected molecules or ions with the total composition C7H14 at a distorted geometry.

The geometry in XYZ format:
```
21
Properties=species:S:1:pos:R:3:nbo_charge:R:1
C -2.674 -0.025 -0.747 -0.59
C -1.582 0.855 -0.178 -0.46
C -0.244 0.671 -0.760 -0.15
C 0.795 0.103 0.003 -0.10
C 0.513 -0.938 0.954 -0.59
C 2.001 0.727 0.024 0.04
C 2.669 1.105 -1.246 -0.69
H -2.683 -0.023 -1.843 0.20
H -2.584 -1.079 -0.482 0.21
H -3.670 0.343 -0.500 0.20
H -1.445 0.656 0.891 0.23
H -1.903 1.892 -0.270 0.20
H -0.021 0.892 -1.800 0.19
H -1.347 -3.425 3.504 0.00
H 0.624 -1.897 0.474 0.20
H 0.941 -0.837 1.943 0.19
H 2.579 0.772 0.937 0.21
H -0.711 -3.223 3.850 0.00
H 3.666 1.480 -1.012 0.22
H 2.143 1.751 -1.940 0.24
H 2.935 0.201 -1.803 0.24
```

Properties
Total charge: 0
Orbital gap (eV): 5.786
E (eV): -7479.8773

=====

ORCA calculation (ωB97M-V/def2-TZVPD) on a molecular structure, C7H14Br2F6O9S2V at a distorted geometry.

The geometry in XYZ format:
```
41
Properties=species:S:1:pos:R:3:mulliken_spin:R:1
O 33.316 -0.918 -4.365 -0.20
V 33.780 0.457 -3.782 1.22
Br 33.582 2.042 -6.068 -0.01
Br 36.476 -0.146 -4.154 -0.01
C 29.811 2.165 -1.404 0.00
F 30.361 3.146 -0.652 0.00
F 30.125 1.010 -0.836 0.00
F 28.532 2.362 -1.483 0.00
S 30.763 2.111 -3.136 0.00
O 29.774 1.590 -4.115 0.00
O 31.262 3.479 -3.409 0.00
O 31.948 1.181 -3.069 0.00
C 34.827 3.326 -0.502 0.00
F 33.628 2.902 -0.130 0.00
F 35.024 4.546 0.034 0.00
F 35.797 2.429 -0.154 0.00
S 34.771 3.513 -2.390 0.00
O 36.102 3.862 -2.881 0.00
O 34.454 2.099 -2.802 -0.01
O 33.765 4.523 -2.771 0.00
C 30.202 -4.241 -1.774 0.00
C 30.755 -2.859 -1.445 0.00
C 31.580 -2.963 -0.101 0.00
O 31.456 -2.284 -2.507 0.00
H 29.512 -4.173 -2.615 0.00
H 29.585 -4.569 -0.937 0.00
H 30.998 -4.964 -1.955 0.00
H 29.882 -2.218 -1.322 0.00
H 31.899 -1.983 0.255 0.00
H 32.358 -3.718 -0.219 0.00
H 30.950 -3.313 0.716 0.00
H 30.891 -1.815 -3.125 0.00
C 35.427 -1.519 -0.470 0.00
C 34.288 -0.530 -0.669 0.00
O 33.513 -0.775 -1.752 0.01
H 36.194 -1.087 -1.113 0.00
H 35.195 -2.498 -0.888 0.00
H 35.809 -1.578 0.549 0.00
H 34.722 0.443 -0.900 0.00
H 33.710 -0.351 0.237 0.00
H 32.815 -1.416 -1.600 0.00
```

Properties
Total charge: -2
<S²>: 0.78
2S+1: 2
Orbital gap (alpha / beta) (eV): 6.482 / 6.472
E (eV): -229666.2292

=====

ORCA calculation (ωB97M-V/def2-TZVPD) on a gas-phase ion, C7H14BrClFN2 (charge +1).

The geometry in XYZ format:
```
26
Properties=species:S:1:pos:R:3:nbo_charge:R:1
C 3.674 0.731 0.057 -0.63
C 2.410 -0.067 -0.168 -0.22
Br 2.490 -0.986 -1.890 0.00
C 1.178 0.829 -0.134 -0.43
C -0.150 0.108 -0.263 -0.13
N -1.272 1.045 -0.337 -0.64
C -2.426 0.385 -0.937 -0.26
C -2.813 -0.815 -0.047 -0.07
Cl -2.624 -2.379 -0.823 0.05
N -1.948 -0.780 1.195 -0.55
C -0.442 -0.741 0.968 0.37
F -0.031 -2.032 0.851 -0.31
H 4.560 0.110 -0.037 0.24
H 3.656 1.161 1.061 0.22
H 3.744 1.548 -0.663 0.22
H 2.330 -0.870 0.564 0.22
H 1.206 1.398 0.802 0.22
H 1.262 1.559 -0.945 0.24
H -0.103 -0.572 -1.124 0.23
H -1.010 1.851 -0.894 0.40
H -3.260 1.083 -0.981 0.24
H -2.225 0.008 -1.944 0.22
H -3.835 -0.751 0.313 0.25
H -2.164 -1.580 1.796 0.46
H -2.186 0.084 1.692 0.46
H -0.021 -0.329 1.888 0.19
```

Properties
SMILES string: C[C@H](Br)C[C@@H]1NC[C@@H](Cl)[NH2+][C@H]1F
Total charge: +1
Orbital gap (eV): 9.786
E (eV): -95742.3630

=====

ORCA calculation (ωB97M-V/def2-TZVPD) on a gas-phase ion, C7H14BrN2O (charge +1) at a distorted geometry.

The geometry in XYZ format:
```
25
Properties=species:S:1:pos:R:3:nbo_charge:R:1
C -2.054 -1.775 -0.909 -0.41
N -1.490 -0.523 -0.357 -0.35
C -0.444 0.047 -1.224 -0.27
C 0.182 1.316 -0.673 -0.25
N 0.788 0.986 0.664 -0.43
C 2.037 0.439 0.826 -0.04
Br 2.238 -1.523 -0.036 -0.22
C 3.230 1.014 -0.219 0.43
O 3.068 1.468 -1.302 -0.50
C -0.325 0.617 1.519 -0.22
C -1.064 -0.639 1.008 -0.27
H -1.300 -2.354 -1.461 0.25
H -2.482 -2.281 -0.049 0.23
H -2.821 -1.524 -1.618 0.24
H -2.379 -0.030 -0.119 0.45
H -0.961 0.278 -2.056 0.23
H 0.357 -0.724 -1.465 0.28
H 0.939 1.810 -1.188 0.28
H -0.553 2.197 -0.347 0.22
H 2.274 0.320 1.920 0.25
H 4.214 1.280 0.350 0.16
H -1.046 1.490 1.433 0.21
H -0.178 0.574 2.528 0.24
H -0.472 -1.636 1.046 0.24
H -1.757 -0.828 1.728 0.24
```

Properties
SMILES string: C[NH+]1CCN([C@@H](Br)C=O)CC1
Total charge: +1
Orbital gap (eV): 9.379
E (eV): -82546.8281

=====

ORCA calculation (ωB97M-V/def2-TZVPD) on a gas-phase ion, C7H14BrNO5P (charge -1) at a distorted geometry.

The geometry in XYZ format:
```
29
Properties=species:S:1:pos:R:3:nbo_charge:R:1
C -0.746 2.410 1.805 -0.62
C -0.465 3.041 0.432 -0.43
C 0.753 2.421 -0.240 -0.04
O 0.698 1.019 -0.306 -0.57
C -0.065 0.533 -1.408 -0.13
C -0.905 -0.685 -1.049 0.01
Br -2.675 -0.078 -0.392 -0.05
C -1.222 -1.521 -2.364 0.74
O -1.377 -0.792 -3.358 -0.75
O -1.254 -2.769 -2.237 -0.74
N -0.346 -1.572 -0.042 -0.49
O -0.399 -1.018 1.270 -0.59
P 1.134 -2.341 -0.459 1.28
C 0.932 -3.762 0.670 -0.99
O 2.322 -1.546 0.389 -1.00
H -1.062 3.189 2.500 0.19
H 0.136 1.912 2.207 0.19
H -1.550 1.682 1.755 0.24
H -1.336 2.899 -0.209 0.21
H -0.278 4.108 0.556 0.19
H 0.913 2.852 -1.236 0.16
H 1.638 2.680 0.349 0.17
H 0.580 0.253 -2.244 0.21
H -0.734 1.307 -1.780 0.20
H 0.388 -0.462 1.368 0.46
H 1.859 -4.336 0.676 0.21
H 0.107 -4.366 0.302 0.25
H 0.730 -3.448 1.698 0.22
H 2.227 -1.611 1.348 0.46
```

Properties
SMILES string: CCCOC[C@@](Br)(C(=O)[O-])N(O)P(C)O
Total charge: -1
Orbital gap (eV): 7.913
E (eV): -98545.7261

=====

ORCA calculation (ωB97M-V/def2-TZVPD) on a molecular structure, C7H14CaN3O at a distorted geometry.

The geometry in XYZ format:
```
26
Properties=species:S:1:pos:R:3:nbo_charge:R:1
C 3.527 1.708 0.135 -1.00
Ca 1.390 2.008 0.516 1.06
N -0.898 2.830 1.057 -1.14
H 1.413 3.764 -0.671 -0.82
H -1.462 2.736 0.206 0.39
H 2.973 2.520 0.952 0.05
H 4.287 2.321 -0.338 0.25
H 2.912 1.269 -0.685 0.19
H 3.976 0.916 0.734 0.23
H -1.403 2.329 1.794 0.38
H -0.904 3.822 1.307 0.39
N -3.025 -3.232 0.554 -0.85
C -2.410 -2.062 0.890 0.63
O -2.769 -1.391 1.861 -0.69
C -1.259 -1.635 0.027 -0.30
C -0.773 -2.338 -1.086 -0.31
C 0.279 -1.799 -1.827 -0.22
C 0.833 -0.574 -1.453 -0.13
N 0.398 0.088 -0.351 -0.72
C -0.624 -0.435 0.382 0.10
H -3.821 -3.514 1.106 0.39
H -2.820 -3.757 -0.281 0.39
H -1.207 -3.295 -1.370 0.17
H 0.682 -2.316 -2.697 0.20
H 1.637 -0.101 -2.027 0.17
H -0.935 0.137 1.267 0.20
```

Properties
Total charge: -1
Orbital gap (alpha / beta) (eV): 4.762 / 3.745
E (eV): -32439.7374

=====

ORCA calculation (ωB97M-V/def2-TZVPD) on a gas-phase ion, C7H14Cl2N4 (charge +2) at a distorted geometry.

The geometry in XYZ format:
```
27
Properties=species:S:1:pos:R:3:nbo_charge:R:1
C 0.503 1.875 0.646 0.59
C 0.394 -0.577 0.043 0.59
C 0.109 2.344 -0.760 -0.38
C 1.376 2.354 -1.723 0.17
C -1.225 1.776 -1.260 -0.60
C -0.858 -3.941 1.186 -0.61
C -0.562 -2.963 -0.025 -0.20
N 0.693 0.596 0.960 -0.53
N 1.100 -0.461 -0.983 -0.73
N 0.701 2.758 1.636 -0.69
N -0.189 -1.672 0.629 -0.60
Cl 2.931 2.509 -1.213 0.39
Cl 1.112 2.099 -3.394 0.34
H -0.185 3.403 -0.624 0.30
H -1.925 1.783 -0.522 0.25
H -1.117 0.708 -1.472 0.24
H -1.577 2.341 -2.090 0.26
H 0.044 -4.123 1.652 0.22
H -1.465 -3.560 2.026 0.22
H -1.320 -4.793 0.723 0.25
H 0.308 -3.288 -0.593 0.21
H -1.401 -2.896 -0.549 0.20
H 0.953 0.384 1.847 0.42
H 0.960 -1.212 -1.637 0.38
H 0.545 3.710 1.477 0.43
H 0.918 2.423 2.584 0.44
H -0.823 -1.578 1.439 0.42
```

Properties
Total charge: +2
Orbital gap (eV): 6.391
E (eV): -38472.3107